(1)
Here is a 2-piece molecular cluster, C3H11N3O2 overall in a non-equilibrium geometry from OMol25. Energies are from ωB97M-V/def2-TZVPD.

LUMO level = 0.7 eV
HOMO energy = -8.80 eV
electronic energy = -11853.584 eV
SMILES string = NCCNC(N)=O.O

```
! RIJCOSX wB97M-V def2-TZVPD def2/J DEFGRID3
* xyz 0 1
C -0.09404 -1.09586 -0.64436
N -0.14664 -0.23803 0.48116
C -0.89182 -0.59943 1.61104
N -1.40757 -1.88819 1.34246
O -1.11842 0.05772 2.60769
C 1.47325 -1.14122 -0.97358
N 2.13119 0.14224 -1.23939
H -0.46028 -0.62637 -1.61700
H -0.40703 -2.15533 -0.73693
H 0.40718 0.58958 0.43643
H -1.26700 -2.60678 2.02571
H -2.45769 -1.92191 1.11713
H 2.03822 -1.53300 -0.06170
H 1.55360 -1.72858 -1.80894
H 2.42298 0.72161 -0.46521
H 2.73022 0.32976 -2.06295
H -0.29263 4.25339 -3.01747
H 0.32211 3.31393 -1.91157
O -0.32569 3.97611 -2.10091
*
```



(2)
Here is an isolated ion of composition C3H11N3PS and charge +1 in a non-equilibrium geometry from OMol25. Energies are from ωB97M-V/def2-TZVPD.

LUMO level = -3.3 eV
HOMO energy = -13.60 eV
electronic energy = -27877.981 eV

```
! RIJCOSX wB97M-V def2-TZVPD def2/J DEFGRID3
* xyz 1 1
C -0.21923 -1.28946 -1.29564
C -0.07210 -2.22646 -0.12048
C -1.00566 -2.46703 0.78751
N -1.11571 1.62069 -0.28629
N 1.38045 2.62732 -0.69151
N 0.75505 0.90015 1.43452
P 0.50329 1.33954 -0.14188
S 1.14569 -0.10677 -1.60372
H -1.16053 -0.78424 -1.26591
H -0.18995 -1.84154 -2.20923
H 0.87537 -2.70415 0.02732
H -2.05611 -2.22179 0.59802
H -1.01987 -3.04962 1.80967
H -1.42045 1.72654 -1.21601
H -1.52274 2.39564 0.18031
H 1.35645 2.80364 -1.67581
H 1.33773 3.54608 -0.28665
H 0.91611 -0.12252 1.51846
H -0.08686 1.03204 1.99427
*
```



(3)
Here is an isolated ion of composition C3H11N4 and charge +1 in a non-equilibrium geometry from OMol25. Energies are from ωB97M-V/def2-TZVPD.

LUMO level = -3.2 eV
HOMO energy = -13.78 eV
electronic energy = -9243.211 eV
SMILES string = C/C(N)=[NH+]/C(N)N

```
! RIJCOSX wB97M-V def2-TZVPD def2/J DEFGRID3
* xyz 1 1
C 1.01318 0.21691 0.15770
C 2.42367 0.13586 0.48885
C -1.34865 -0.42330 0.40648
N 0.58516 0.78175 -0.95407
N -1.37731 -1.07136 -0.83927
N -2.01046 0.80667 0.23396
N 0.05782 -0.26253 0.88676
H 2.90534 -0.24996 -0.38416
H 2.92538 1.08718 0.45077
H 2.69185 -0.50745 1.27702
H -1.89164 -0.92121 1.25226
H 1.21628 0.98634 -1.69275
H -0.47800 0.79362 -1.25241
H -2.37215 -1.47270 -0.97224
H -0.71748 -1.79452 -0.76013
H -1.48058 1.57652 0.69153
H -2.35982 1.04227 -0.69406
H 0.21743 -0.72410 1.70377
*
```



(4)
Here is a 2-piece molecular cluster, C3H11N4O5S2 overall in a non-equilibrium geometry from OMol25. Energies are from ωB97M-V/def2-TZVPD.

LUMO level = 2.7 eV
HOMO energy = -5.75 eV
electronic energy = -41155.905 eV

```
! RIJCOSX wB97M-V def2-TZVPD def2/J DEFGRID3
* xyz -1 1
C -3.83125 -0.64800 -3.42672
N -3.11045 -0.91716 -2.09081
C -1.83080 -1.64468 -2.47098
S -0.72860 -2.03978 -0.96248
O -1.50172 -3.01315 0.00462
O 0.51989 -2.78854 -1.54268
N -0.22137 -0.59454 -0.12365
S 1.25625 -0.82905 0.77725
O 1.03649 -0.74768 2.33183
O 2.22152 0.36399 0.44226
H -4.89270 -1.17408 -3.47290
H -4.00616 0.50806 -3.55775
H -3.16767 -1.05307 -4.32208
H -3.73108 -1.53146 -1.50337
H -2.10095 -2.66269 -3.01056
H -1.15697 -1.03139 -3.23299
H 1.92755 -2.03504 0.52183
C 3.31605 3.03648 3.31602
O 4.26340 3.76050 3.57849
N 2.25967 2.89472 4.13684
N 3.24361 2.31551 2.18261
H 1.47047 2.30345 3.93809
H 2.27428 3.42032 5.00118
H 4.01853 2.39347 1.53694
H 2.47199 1.71384 1.94901
*
```



(5)
Here is an isolated molecule of C3H11N5 in a non-equilibrium geometry from OMol25. Energies are from ωB97M-V/def2-TZVPD.

LUMO level = 1.1 eV
HOMO energy = -8.36 eV
electronic energy = -10736.853 eV
SMILES string = [H]/N=C/[C@@H](C)N(N)NN

```
! RIJCOSX wB97M-V def2-TZVPD def2/J DEFGRID3
* xyz 0 1
C -0.65238 0.98353 1.65787
N 2.26335 0.89922 -0.59031
C 1.17943 1.26918 -0.04657
C 0.47298 0.32822 0.87639
H 1.69964 -1.04065 -0.90113
H 2.68677 1.57063 -1.22905
H 0.60319 2.14905 -0.35811
H 1.19964 -0.14818 1.53826
H -1.37777 1.41313 0.97218
H -0.25661 1.76613 2.29898
H -1.15082 0.24179 2.27522
N -0.94619 -0.30571 -0.95139
N -2.10717 -1.08863 -1.09902
N -0.07350 -0.80091 0.07240
N 0.97130 -1.62128 -0.36216
H -0.47540 -0.26477 -1.86002
H -2.72915 -0.86594 -0.32610
H -1.90809 -2.09147 -1.06256
H 0.60080 -2.39333 -0.90490
*
```



(6)
Here is C3H11N5 as an isolated structure in a non-equilibrium geometry from OMol25. Energies are from ωB97M-V/def2-TZVPD.

LUMO level = -1.6 eV
HOMO energy = -7.73 eV
electronic energy = -10717.530 eV

```
! RIJCOSX wB97M-V def2-TZVPD def2/J DEFGRID3
* xyz 0 1
C 1.55292 1.26618 -0.25265
C -0.35288 -0.12181 0.35109
C -0.36786 -2.20618 0.50992
H 1.80442 -0.02899 0.46071
H 1.86035 2.44557 0.47881
H 1.82985 1.49647 -1.63985
H -1.57218 2.04234 0.73776
H -0.38028 2.93775 -0.57353
H -0.99234 0.62120 1.71736
H -1.70267 -1.82785 1.63470
H -0.45646 -3.25035 -0.38333
H 1.00272 -2.31244 1.37062
H 0.28136 0.61129 -2.15402
H 1.64341 -1.94655 -1.71927
N 0.12258 1.13352 -0.23223
N -0.48092 2.38887 0.50726
N -1.17484 -0.30799 1.36894
N 0.16702 -1.17257 -0.31889
N 0.17883 -1.24435 -1.83652
*
```



(7)
Here is a 2-piece molecular cluster, C3H11NO overall in a non-equilibrium geometry from OMol25. Energies are from ωB97M-V/def2-TZVPD.

LUMO level = 0.9 eV
HOMO energy = -8.61 eV
electronic energy = -6825.208 eV
SMILES string = CCNC.O

```
! RIJCOSX wB97M-V def2-TZVPD def2/J DEFGRID3
* xyz 0 1
C -1.26915 -1.39991 -0.05120
C -0.59902 -0.87435 1.17579
N 0.76881 -0.51992 0.74445
C 1.34057 0.81080 1.10483
H -2.10159 -2.04156 0.13998
H -0.60972 -1.96063 -0.77397
H -1.77052 -0.59928 -0.82977
H -0.52225 -1.35726 2.18050
H -1.17719 0.00928 1.38824
H 1.36282 -1.24578 0.96816
H 2.23660 0.80884 0.36909
H 0.53309 1.43076 0.71835
H 1.56435 1.12986 2.13393
H -0.14464 2.15771 -3.85792
H 0.00261 1.94818 -2.29455
O 0.38521 1.70325 -3.11592
*
```



(8)
Here is a 2-piece molecular cluster, C3H11NO overall in a non-equilibrium geometry from OMol25. Energies are from ωB97M-V/def2-TZVPD.

LUMO level = 0.9 eV
HOMO energy = -9.14 eV
electronic energy = -6826.104 eV
SMILES string = CN(C)C.O

```
! RIJCOSX wB97M-V def2-TZVPD def2/J DEFGRID3
* xyz 0 1
C 1.32197 -0.18735 -0.58410
N 0.00105 0.06744 0.15492
C 0.41600 0.78201 1.35579
C -0.87398 0.81681 -0.75414
H 1.85200 -0.92836 0.00488
H 1.87505 0.74942 -0.62598
H 0.99869 -0.56062 -1.54904
H -0.44858 1.21116 1.88144
H 0.90383 0.08183 2.02687
H 1.00606 1.68381 1.14818
H -1.12847 1.79350 -0.33763
H -1.80314 0.26862 -0.91596
H -0.42620 0.94891 -1.73917
H -1.77715 -2.44609 -0.52612
H -0.59310 -1.81595 0.16947
O -1.32403 -2.46515 0.29060
*
```



(9)
Here is a 2-piece molecular cluster, C3H11NO overall in a non-equilibrium geometry from OMol25. Energies are from ωB97M-V/def2-TZVPD.

LUMO level = 0.9 eV
HOMO energy = -10.15 eV
electronic energy = -6824.851 eV
SMILES string = NCO.CC

```
! RIJCOSX wB97M-V def2-TZVPD def2/J DEFGRID3
* xyz 0 1
C 1.31589 1.94697 -0.68935
C 0.27038 3.09256 -0.73833
H 2.19571 2.08304 -1.10254
H 0.76681 1.13158 -1.17521
H 1.52921 1.91079 0.40944
H -0.50878 3.02059 0.07667
H 0.56109 4.16736 -0.99570
H -0.45764 3.05376 -1.67862
N -0.62975 -3.29802 1.52572
C -0.47138 -2.65954 0.21192
O -1.08805 -1.49171 0.03258
H -0.44577 -2.56597 2.20097
H -1.57846 -3.68699 1.61265
H 0.53599 -2.45153 0.02056
H -0.93576 -3.10946 -0.62944
H -1.05947 -1.14344 0.91867
*
```



(10)
Here is a 2-piece molecular cluster, C3H11NO2 overall in a non-equilibrium geometry from OMol25. Energies are from ωB97M-V/def2-TZVPD.

LUMO level = 0.8 eV
HOMO energy = -9.80 eV
electronic energy = -8873.602 eV
SMILES string = CCNCO.O

```
! RIJCOSX wB97M-V def2-TZVPD def2/J DEFGRID3
* xyz 0 1
C 0.74760 -0.32590 -0.89099
N -0.19396 -0.01697 0.15489
C -1.53993 0.31168 -0.24420
O -2.23834 -0.79216 -0.92381
C 2.19490 -0.35429 -0.38702
H 0.48397 -1.32264 -1.36780
H 0.59090 0.51055 -1.58200
H -0.33515 -0.90577 0.70303
H -2.16058 0.56950 0.57364
H -1.57968 1.05833 -0.97703
H -1.92316 -1.31893 -1.66575
H 2.86190 -0.53364 -1.25229
H 2.57808 0.53153 0.11224
H 2.35361 -1.14923 0.31169
H -0.32158 1.85641 2.89978
H -0.58108 0.74775 1.87788
O -0.93749 1.13380 2.65775
*
```



(11)
Here is a 3-piece molecular cluster, C3H11NO2 overall in a non-equilibrium geometry from OMol25. Energies are from ωB97M-V/def2-TZVPD.

LUMO level = 0.7 eV
HOMO energy = -8.00 eV
electronic energy = -8873.412 eV
SMILES string = C=CNC.O.O

```
! RIJCOSX wB97M-V def2-TZVPD def2/J DEFGRID3
* xyz 0 1
C -0.52783 -1.94919 -1.37149
C -0.15181 -1.38840 -0.21419
N -0.96460 -0.75917 0.70746
C -0.44830 0.07089 1.78623
H -1.57968 -2.04595 -1.61996
H 0.19514 -2.47169 -1.97771
H 0.88559 -1.05784 -0.17593
H -1.90775 -1.07247 0.85457
H -0.69916 -0.35394 2.75877
H 0.63454 0.13773 1.70855
H -0.80919 1.10057 1.71795
H 1.35133 1.93560 -0.33743
H 2.63016 1.25401 0.35761
O 2.10049 2.04695 0.26912
H -0.37538 2.05743 -2.05426
H -0.44465 1.11481 -0.83101
O 0.11110 1.38067 -1.57826
*
```



(12)
Here is a 3-piece molecular cluster, C3H11NO2 overall in a non-equilibrium geometry from OMol25. Energies are from ωB97M-V/def2-TZVPD.

LUMO level (alpha / beta) = -0.8 / 0.6 eV
HOMO energy (alpha / beta) = -6.68 / -9.50 eV
electronic energy = -8869.114 eV

```
! RIJCOSX wB97M-V def2-TZVPD def2/J DEFGRID3
* xyz 0 1
C 1.48095 0.38864 0.62938
C 2.53186 -0.14427 -0.30987
N 1.26364 1.75893 0.56288
O -0.43194 -0.35900 -0.12484
H -0.77326 -1.33653 -0.47173
H 1.60342 0.06430 1.66580
H 0.57929 2.12388 1.21053
H 1.16158 2.13265 -0.37117
H 2.28875 0.10853 -1.34325
H 2.60280 -1.22808 -0.23149
H 3.50929 0.27955 -0.06271
C -3.25192 -0.60354 -0.30490
O -2.24105 -1.33522 -0.89163
H 0.40213 -0.62888 0.49592
H -4.21367 -1.06687 -0.58789
H -3.21400 -0.59642 0.79466
H -3.29786 0.44234 -0.65968
*
```



(13)
Here is a 2-piece molecular cluster, C3H11NO2 overall in a non-equilibrium geometry from OMol25. Energies are from ωB97M-V/def2-TZVPD.

LUMO level = 0.9 eV
HOMO energy = -9.85 eV
electronic energy = -8873.675 eV
SMILES string = CCO.NCO

```
! RIJCOSX wB97M-V def2-TZVPD def2/J DEFGRID3
* xyz 0 1
C 0.52900 2.76984 -0.62400
O 1.13767 2.53473 -1.88689
C 1.23706 2.01719 0.50112
H -0.43863 2.30797 -0.74232
H 0.44891 3.82928 -0.40807
H 1.82418 3.17273 -2.10468
H 1.87205 2.58178 1.19034
H 1.77506 1.15480 0.11602
H 0.50389 1.54754 1.16354
N -0.87038 -3.58937 0.22244
C -1.48802 -2.45594 0.84063
O -0.68289 -1.26631 0.91191
H -0.51385 -3.34398 -0.68904
H -0.13096 -4.03364 0.75180
H -1.79135 -2.71439 1.85497
H -2.38661 -2.20796 0.27575
H -0.34134 -1.12147 0.01871
*
```